Entry 1:
Entry from the Open Molecules 2025 dataset: a structure of composition CH3I2O2P (the ωB97M-V functional and the def2-TZVPD basis).

Last column: natural (NBO) charge in e.
Geometry (Å):
1 H -0.242 1.177 -0.089  0.287
2 I 3.780 -2.402 1.370  0.533
3 C 0.069 0.017 0.119  -1.059
4 H -0.635 -0.297 0.967  0.285
5 O 1.367 0.330 2.712  -0.990
6 O 2.064 -1.592 0.829  -1.036
7 I 3.447 1.086 -0.094  -0.101
8 H -0.134 -0.761 -0.708  0.281
9 P 1.622 -0.071 1.037  1.799

Computed properties:
Relative energy (zero: lowest compared OMol25 entry of this formula, charge and spin)   239.7 kJ/mol
M   331.81 u
DFT total energy   -30670.0096 eV
HOMO energy   -9.685 eV
Largest force on an atom   0.1552 hartree/bohr
Frontier orbital gap   8.184 eV

---

Entry 2:
Entry from the Open Molecules 2025 dataset: the molecule CH3IN2 (the ωB97M-V functional and the def2-TZVPD basis).

Last column: Mulliken spin population.
Geometry (Å):
1 I -3.176 0.038 -0.001  0.048
2 C -1.147 -0.412 0.021  0.838
3 H -0.670 1.510 0.020  -0.030
4 N -0.234 0.582 0.011  0.318
5 H 1.572 -0.130 -0.023  -0.008
6 H -0.842 -1.443 0.001  0.020
7 N 1.075 0.764 -0.001  0.814

Computed properties:
Relative energy (zero: lowest compared OMol25 entry of this formula, charge and spin)   0.0 kJ/mol
2S+1   3
M   169.95 u
DFT total energy   -12161.7652 eV
HOMO energy (alpha / beta)   -6.036 / -10.271 eV
⟨S²⟩   2.0097
Largest force on an atom   0.1033 hartree/bohr
Frontier orbital gap (alpha / beta)   6.249 / 9.238 eV

---

Entry 3:
Entry from the Open Molecules 2025 dataset: the molecule CH3IN2O (the ωB97M-V functional and the def2-TZVPD basis).

Last column: natural (NBO) charge in e.
Geometry (Å):
1 N 1.474 0.765 -0.039  -0.430
2 O 0.468 2.660 0.218  -0.389
3 N 1.608 2.150 0.210  0.243
4 H 0.053 -0.861 0.238  0.232
5 H -0.405 0.710 0.623  0.238
6 C 0.178 0.173 -0.127  -0.473
7 I 3.256 -0.187 -0.039  0.358
8 H -0.252 0.395 -1.128  0.220

Computed properties:
Relative energy (zero: lowest compared OMol25 entry of this formula, charge and spin)   235.5 kJ/mol
M   185.95 u
DFT total energy   -14210.5265 eV
HOMO energy   -9.350 eV
SMILES string   CN(I)N=O
Largest force on an atom   0.0841 hartree/bohr
Frontier orbital gap   8.881 eV

---

Entry 4:
Entry from the Open Molecules 2025 dataset: the molecule CH3IN2O2 (the ωB97M-V functional and the def2-TZVPD basis).

Last column: natural (NBO) charge in e.
Geometry (Å):
1 N 0.544 1.339 -0.012  -0.312
2 I -0.718 2.018 -1.289  0.540
3 C 0.703 -0.657 1.296  -0.271
4 O -1.593 -0.953 -2.256  -0.243
5 H 1.014 -0.489 2.325  0.212
6 O 0.045 0.617 1.126  -0.406
7 H -0.038 -1.361 0.998  0.199
8 H 1.521 -0.646 0.536  0.203
9 N -1.477 0.131 -2.724  0.077

Computed properties:
Relative energy (zero: lowest compared OMol25 entry of this formula, charge and spin)   610.6 kJ/mol
M   201.95 u
DFT total energy   -16254.0816 eV
HOMO energy (alpha / beta)   -8.709 / -8.475 eV
Largest force on an atom   0.0816 hartree/bohr
Frontier orbital gap (alpha / beta)   8.660 / 7.191 eV

---

Entry 5:
Entry from the Open Molecules 2025 dataset: the ion CH3IN5 with charge +1 (the ωB97M-V functional and the def2-TZVPD basis).

Last column: natural (NBO) charge in e.
Geometry (Å):
1 N 0.206 0.184 -0.133  -0.014
2 I -2.065 1.348 1.700  0.612
3 N -0.174 -1.974 0.306  -0.208
4 H 0.425 2.087 -0.162  0.415
5 N -0.997 -1.411 1.039  0.112
6 C 0.617 -1.061 -0.296  0.177
7 H 1.336 -1.458 -1.044  0.268
8 N 0.469 1.290 -0.810  -0.583
9 N -1.065 -0.158 0.913  -0.218
10 H 1.249 1.152 -1.514  0.438

Computed properties:
Relative energy (zero: lowest compared OMol25 entry of this formula, charge and spin)   93.6 kJ/mol
M   211.97 u
Charge   +1
DFT total energy   -16624.4420 eV
HOMO energy   -14.543 eV
SMILES string   Nn1cnn[n+]1I
Largest force on an atom   0.0948 hartree/bohr
Frontier orbital gap   8.809 eV

---

Entry 6:
Entry from the Open Molecules 2025 dataset: a cluster of 2 separate species, CH3IO2 in total (the ωB97M-V functional and the def2-TZVPD basis).

Last column: natural (NBO) charge in e.
Geometry (Å):
1 O -0.245 0.089 0.293  -0.714
2 I 1.621 2.648 0.744  -0.088
3 H 3.147 2.479 0.535  0.091
4 C -0.593 -0.957 -0.498  0.646
5 O -0.343 -2.048 -0.127  -0.560
6 H -0.076 -0.142 1.211  0.499
7 H -0.946 -0.588 -1.445  0.127

Computed properties:
Relative energy (zero: lowest compared OMol25 entry of this formula, charge and spin)   36.4 kJ/mol
M   173.94 u
DFT total energy   -13280.8697 eV
HOMO energy   -9.931 eV
SMILES string   O=CO.I
Largest force on an atom   0.0564 hartree/bohr
Frontier orbital gap   10.611 eV

---

Look up the largest force on an atom of the third one. 0.0841 hartree/bohr

---

Look up the largest force on an atom of the third one. 0.0841 hartree/bohr

---

What is the formula in the second record? CH3IN2

---

Which formula does entry 3 have? CH3IN2O